ORCA calculation (wB97M-V/def2-TZVPD) on a cluster of 2 separate species, C5H8ClN in total.

Atoms and positions in Å:
1 C 0.62931 -0.52442 -1.65422
2 C 1.13002 -0.02656 -0.33393
3 Cl 1.78997 -1.23722 0.73822
4 C 1.25031 1.22304 0.00808
5 N 1.42405 2.39293 0.27931
6 H -0.07867 -1.33636 -1.49607
7 H 0.13878 0.28152 -2.19451
8 H 1.45450 -0.90181 -2.25825
9 H 0.73344 2.91476 0.81071
10 C -1.39698 -1.06057 1.29690
11 C -1.41141 0.12784 0.72635
12 H -1.63133 -1.96074 0.75202
13 H -1.12608 -1.19066 2.33139
14 H -1.19905 1.02097 1.29175
15 H -1.70688 0.27727 -0.29776

Results
F_max (eV Å⁻¹): 0.99
2S+1: 1
HOMO energy (eV): -8.5
Structure (SMILES): CC(Cl)=C=N.C=C
Gap between HOMO and LUMO (eV): 9.4

=====

ORCA calculation (wB97M-V/def2-TZVPD) on an isolated molecule of C5H8ClN in a non-equilibrium geometry.

Atoms and positions in Å:
1 C 0.54594 -0.66135 -2.63297
2 C 0.44207 -1.03075 -1.37322
3 Cl 0.43764 -2.69043 -0.75035
4 N 0.80505 -0.00806 -0.31624
5 C 0.05477 0.27027 0.63641
6 C 0.55981 1.35035 1.53914
7 C -1.31366 -0.15914 0.90419
8 H 0.62743 -1.39217 -3.38745
9 H 0.72125 0.35982 -2.73792
10 H 1.56868 1.72893 1.32034
11 H 0.54640 0.92119 2.50824
12 H -0.13496 2.12571 1.34476
13 H -1.59602 -1.00985 0.31521
14 H -2.00118 0.66707 0.67781
15 H -1.26322 -0.47159 1.95205

Results
F_max (eV Å⁻¹): 4.02
2S+1: 1
HOMO energy (eV): -9.0
Structure (SMILES): C=C(Cl)N=C(C)C
Gap between HOMO and LUMO (eV): 9.9

=====

ORCA calculation (wB97M-V/def2-TZVPD) on a structure of composition C5H8ClNO in a non-equilibrium geometry.

Atoms and positions in Å:
1 C -1.84676 1.80047 0.11976
2 C -1.34809 0.20007 -0.11184
3 C -0.16372 -0.34100 -0.35358
4 C 2.29287 -0.25324 -0.08207
5 C 3.48961 0.75089 0.00593
6 H -1.06794 2.51481 -0.45436
7 H -1.95515 2.11883 1.32495
8 H -2.87771 1.74374 -0.54829
9 H -0.08363 -1.36687 -0.40783
10 H 1.16894 1.36414 0.10330
11 H 4.47960 0.10849 -0.11031
12 H 3.24722 1.68345 -1.03008
13 H 3.18426 1.34996 1.05825
14 N 1.03815 0.30154 0.00800
15 O 2.46635 -1.47480 0.21303
16 Cl -2.80217 -0.75130 0.04911

Results
F_max (eV Å⁻¹): 4.67
2S+1: 1
HOMO energy (eV): -8.7
Gap between HOMO and LUMO (eV): 9.1

=====

ORCA calculation (wB97M-V/def2-TZVPD) on a structure of composition C5H8ClNO2 in a non-equilibrium geometry.

Atoms and positions in Å:
1 C -1.60373 1.45625 -1.13402
2 C -1.38049 1.39338 0.19108
3 C 1.07054 -2.09343 -0.07108
4 C 0.40917 -0.92014 -0.76976
5 C -0.04548 1.01107 0.73084
6 N 0.85292 0.34287 -0.04384
7 O 1.54293 -3.02587 -0.69394
8 O 1.40465 -1.91903 1.23277
9 Cl -0.38655 0.13158 2.30684
10 H -2.50471 1.90379 -1.58002
11 H -1.06816 1.12467 -1.94976
12 H -2.13723 1.61265 0.90613
13 H -0.60057 -0.94976 -0.71177
14 H 0.81172 -1.11779 -1.79144
15 H 0.69113 1.99953 1.27177
16 H 1.16120 -1.17397 1.79243
17 H 1.78267 0.22420 0.31378

Results
F_max (eV Å⁻¹): 4.93
2S+1: 1
HOMO energy (eV): -9.9
Gap between HOMO and LUMO (eV): 10.1

=====

ORCA calculation (wB97M-V/def2-TZVPD) on an isolated molecule of C5H8ClNO2 in a non-equilibrium geometry.

Atoms and positions in Å:
1 O -2.57718 -1.65899 0.17215
2 C -1.43270 -1.53895 -0.22423
3 O -0.64878 -2.51924 -0.52651
4 C -0.81554 -0.11460 -0.24510
5 Cl -2.09241 0.80807 -1.02425
6 C -0.37641 0.36217 1.12561
7 C 0.99291 1.00728 0.91288
8 C 1.37000 0.85015 -0.55805
9 N 0.31908 -0.12991 -1.10086
10 H 0.29807 -2.07838 -0.80540
11 H -0.39121 -0.62778 1.71800
12 H -1.23322 0.91615 1.57277
13 H 1.14559 2.05594 1.21945
14 H 1.67165 0.38149 1.57270
15 H 1.44548 1.76399 -1.14946
16 H 2.35517 0.31891 -0.62399
17 H -0.03049 0.20372 -2.03570

Results
F_max (eV Å⁻¹): 3.88
2S+1: 1
HOMO energy (eV): -9.7
Structure (SMILES): O=C(O)[C@@]1(Cl)CCCN1
Gap between HOMO and LUMO (eV): 10.2

=====

ORCA calculation (wB97M-V/def2-TZVPD) on an isolated molecule of C5H8ClNO3S in a non-equilibrium geometry.

Atoms and positions in Å:
1 O -1.06691 -1.37457 -1.18572
2 C -0.10891 -0.64703 -1.06420
3 N 1.06388 -0.97844 -1.79767
4 S 2.41019 -1.74767 -0.30900
5 O 2.97683 -0.43156 0.01591
6 O 3.06543 -2.62581 -1.26961
7 C 1.16595 -2.26834 0.82649
8 Cl 0.92052 -4.06974 0.59477
9 C -0.03756 0.49159 -0.14466
10 C -1.39649 1.07126 0.22439
11 C -0.68615 0.08693 1.14101
12 H 1.43185 -0.21286 -2.20224
13 H 0.92117 -1.67447 -2.49977
14 H 1.71675 -2.05270 1.73533
15 H 0.86386 0.98839 -0.15299
16 H -2.23343 0.55401 -0.38886
17 H -1.56219 2.02494 0.48692
18 H -0.21034 0.37902 2.11045
19 H -0.89253 -1.00548 0.98621

Results
F_max (eV Å⁻¹): 5.80
2S+1: 1
HOMO energy (eV): -9.1
Structure (SMILES): O=C([NH2+][S@](=O)([O-])=CCl)C1CC1
Gap between HOMO and LUMO (eV): 9.0

=====

ORCA calculation (wB97M-V/def2-TZVPD) on a cluster of 2 separate species, C5H8ClNOS2 in total in a non-equilibrium geometry.

Atoms and positions in Å:
1 C -1.31834 -0.25577 0.78729
2 C -1.21216 -0.27262 -0.68469
3 C 0.02211 -0.05826 1.39246
4 C 0.13060 0.52391 -0.84839
5 C 1.01579 -0.17144 0.23337
6 N -2.79590 1.02657 1.73910
7 O -2.30951 1.55340 2.71822
8 S -4.27407 0.15160 1.97773
9 S -4.78067 0.06830 0.10504
10 Cl -4.36006 -1.85248 -0.55593
11 H -1.27158 -1.25974 -0.94191
12 H -1.95407 0.23212 -1.32627
13 H -0.03922 0.79721 2.10048
14 H 0.23157 -0.67768 2.25371
15 H 0.40173 0.37691 -1.91381
16 H 0.06409 1.51323 -0.62993
17 H 1.82843 0.47834 0.55174
18 H 1.20528 -1.23922 0.21674

Results
F_max (eV Å⁻¹): 6.30
2S+1: 1
HOMO energy (alpha / beta) (eV): -8.2 / -7.8
Gap between HOMO and LUMO (alpha / beta) (eV): 7.6 / 7.4

=====

ORCA calculation (wB97M-V/def2-TZVPD) on a cluster of 2 separate species, C5H8F2 in total.

Atoms and positions in Å:
1 C 1.36988 -0.76370 1.01010
2 C 0.61998 0.49911 1.32193
3 C 1.73168 0.51391 0.33061
4 C -2.06418 -0.12555 -1.62562
5 C -2.44655 -1.07353 -0.56055
6 F 1.39780 0.65006 -0.99192
7 F -3.04361 -2.13697 -1.08652
8 H 2.05522 -1.16461 1.73908
9 H 0.85706 -1.50667 0.42058
10 H -0.38826 0.57949 0.94712
11 H 2.66607 1.02414 0.52299
12 H -2.64477 0.78403 -1.43723
13 H -2.23304 -0.46834 -2.64720
14 H -1.02203 0.16480 -1.48029
15 H 0.77107 0.99268 2.26938

Results
F_max (eV Å⁻¹): 0.59
2S+1: 1
HOMO energy (eV): -9.2
Gap between HOMO and LUMO (eV): 9.4

=====

ORCA calculation (wB97M-V/def2-TZVPD) on the ion C5H8F2IN2O with charge +1 in a non-equilibrium geometry.

Atoms and positions in Å:
1 N 1.50471 0.01850 -2.18233
2 C 0.63079 0.06716 -1.16752
3 C -0.50050 -0.85158 -1.11457
4 O -0.34701 -1.81100 -0.13723
5 C -0.96039 -1.32230 1.01002
6 C -0.23257 -0.10117 1.66737
7 F -0.86626 0.20026 2.83298
8 F 1.03350 -0.48387 1.88404
9 C -0.28018 1.17752 0.82658
10 I 0.55493 2.99742 2.26911
11 N 0.62630 1.11709 -0.31676
12 H 1.31842 -0.58863 -2.99916
13 H 2.21499 0.70814 -2.40038
14 H -1.43456 -0.18368 -0.91254
15 H -0.61360 -1.38740 -2.08825
16 H -0.76068 -2.08168 1.83026
17 H -2.00841 -0.96293 0.69220
18 H -1.18492 1.57874 0.49987
19 H 1.30544 1.90939 -0.19368

Results
F_max (eV Å⁻¹): 4.37
2S+1: 1
Total charge: +1
HOMO energy (eV): -13.5
Structure (SMILES): [NH2+]=C1COCC(F)(F)[C@@H](I)N1
Gap between HOMO and LUMO (eV): 8.5

=====

ORCA calculation (wB97M-V/def2-TZVPD) on the ion C5H8F2NO with charge +1 in a non-equilibrium geometry.

Atoms and positions in Å:
1 C 0.45548 1.80525 0.30447
2 N 0.28424 0.39198 -0.24347
3 C 1.33476 -0.52923 -0.02837
4 C 0.64809 -1.90933 -0.00216
5 O -0.76138 -1.67017 0.17694
6 C -1.03718 -0.31822 0.00870
7 C -2.40564 0.11650 -0.17520
8 F -3.36441 -0.74793 0.07205
9 F -2.82225 1.35539 -0.21000
10 H 0.41192 1.86088 1.42871
11 H 1.42027 2.18547 -0.10009
12 H -0.23047 2.58560 -0.18514
13 H 0.16925 0.82143 -1.20128
14 H 1.76805 -0.32216 0.90701
15 H 2.19664 -0.56148 -0.74230
16 H 0.89886 -2.52903 -0.83146
17 H 1.03377 -2.53495 0.82158

Results
F_max (eV Å⁻¹): 6.18
2S+1: 1
Total charge: +1
HOMO energy (eV): -13.3
Structure (SMILES): C[N@H+]1CCOC1=C(F)F
Gap between HOMO and LUMO (eV): 9.5

=====

ORCA calculation (wB97M-V/def2-TZVPD) on an isolated molecule of C5H8FI in a non-equilibrium geometry.

Atoms and positions in Å:
1 C 0.98090 0.04250 -0.79648
2 C 2.12362 -0.83147 -0.13372
3 C 0.44627 1.31035 -0.21660
4 C -0.15687 -0.98089 -0.86256
5 C -0.54792 1.42853 0.89053
6 F 0.86540 2.51130 -0.63191
7 I 4.07824 0.05363 0.09636
8 H 1.35281 0.38619 -1.82390
9 H 1.83878 -1.30039 0.73258
10 H 0.19876 -1.98355 -1.09072
11 H -0.95696 -0.69857 -1.53144
12 H -0.50312 -1.02707 0.17905
13 H -0.08811 0.82995 1.68491
14 H -1.43661 0.76954 0.57976
15 H -0.82039 2.47705 1.06291

Results
F_max (eV Å⁻¹): 4.19
2S+1: 1
HOMO energy (alpha / beta) (eV): -7.3 / -8.5
Gap between HOMO and LUMO (alpha / beta) (eV): 6.6 / 9.0

=====

ORCA calculation (wB97M-V/def2-TZVPD) on an isolated molecule of C5H8FN in a non-equilibrium geometry.

Atoms and positions in Å:
1 C -0.61363 0.85227 0.89894
2 C 0.66602 0.31500 1.45455
3 C -0.56099 0.92058 -0.63527
4 C 0.89984 -1.12994 -0.25583
5 C 0.02591 -0.38094 -1.13582
6 N -0.41510 -1.59363 -0.49409
7 F 0.22260 -0.41196 -2.49739
8 H -1.43665 0.19499 1.18857
9 H -0.82142 1.85496 1.29140
10 H 1.55856 0.89892 1.30922
11 H 0.62788 -0.29225 2.33985
12 H -1.55861 1.07413 -1.05088
13 H 0.08455 1.73478 -0.97464
14 H 1.84332 -1.61512 -0.36907
15 H -0.52229 -2.42181 -1.06955

Results
F_max (eV Å⁻¹): 4.24
2S+1: 1
HOMO energy (eV): -8.0
Gap between HOMO and LUMO (eV): 9.2

=====

Which value of 2S+1 does entry 6 give?
1